[1]
Formula: C29H41N6PRhS
Source: the Open Molecules 2025 dataset
Level of theory: wB97M-V/def2-TZVPD

Maximum force   1.076 eV/A
Molecular weight   639.64 g mol⁻¹
Charge   +3
Frontier orbital gap (alpha / beta)   5.9 / 5.9 eV
Highest occupied orbital energy (alpha / beta)   -16.9 / -16.9 eV

Geometry as XYZ:
```
79
C29H41N6PRhS, DFT wB97M-V/def2-TZVPD
Rh -0.42 1.19 0.37
C 6.30 1.50 2.14
C 5.91 1.15 0.70
C 6.50 2.19 -0.27
C 6.48 -0.23 0.35
C 4.40 1.19 0.58
C 3.70 2.36 0.85
C 2.33 2.40 0.74
N 1.61 1.33 0.36
C 2.26 0.17 0.10
C 3.64 0.08 0.20
C 1.39 -0.96 -0.27
C 1.85 -2.18 -0.70
C 0.98 -3.20 -1.08
C -0.39 -2.90 -1.01
C -0.80 -1.66 -0.57
N 0.05 -0.70 -0.19
C 1.52 -4.54 -1.54
C 0.39 -5.51 -1.90
C 2.36 -5.14 -0.40
C 2.40 -4.31 -2.78
H 7.38 1.48 2.24
H 5.88 0.79 2.85
H 5.96 2.50 2.42
H 7.59 2.17 -0.19
H 6.18 3.20 -0.03
H 6.24 1.97 -1.30
H 7.56 -0.21 0.45
H 6.26 -0.52 -0.68
H 6.11 -1.01 1.03
H 4.21 3.26 1.15
H 1.77 3.30 0.95
H 4.12 -0.86 0.00
H 2.92 -2.35 -0.75
H -1.13 -3.63 -1.31
H -1.85 -1.42 -0.54
H -0.25 -5.73 -1.05
H 0.83 -6.46 -2.22
H -0.22 -5.14 -2.73
H 1.76 -5.30 0.49
H 3.21 -4.51 -0.14
H 2.75 -6.11 -0.72
H 1.83 -3.86 -3.60
H 2.79 -5.26 -3.12
H 3.26 -3.66 -2.56
S -0.38 3.10 -0.85
C -1.94 3.44 -1.41
C -2.30 3.81 -2.69
C -3.66 3.58 -3.11
C -4.40 2.64 -2.46
C -3.69 1.99 -1.30
N -3.01 3.05 -0.55
H -1.56 4.18 -3.39
H -4.02 4.04 -4.02
H -5.36 2.31 -2.83
H -3.64 3.85 -0.46
C -5.01 0.52 3.17
N -4.72 1.91 2.56
C -5.60 2.10 1.31
N -5.45 1.02 0.39
C -5.73 -0.26 1.06
N -4.82 -0.48 2.18
C -3.41 -0.68 1.80
P -2.75 0.83 0.92
C -3.26 2.03 2.24
C -4.18 0.93 -0.31
H -6.05 0.54 3.50
H -4.34 0.39 4.02
H -4.97 2.62 3.25
H -5.34 3.06 0.89
H -6.63 2.14 1.68
H -5.64 -1.07 0.34
H -6.75 -0.25 1.44
H -3.35 -1.56 1.15
H -2.82 -0.90 2.69
H -3.05 3.05 1.92
H -2.70 1.82 3.14
H -4.21 -0.02 -0.84
H -2.87 1.43 -1.78
```



[2]
Formula: C31H26F3IrN3O2PS2
Source: the Open Molecules 2025 dataset
Level of theory: wB97M-V/def2-TZVPD

Maximum force   0.708 eV/A
Molecular weight   816.89 g mol⁻¹
Charge   +2
Frontier orbital gap   6.1 eV
Highest occupied orbital energy   -13.0 eV

Geometry as XYZ:
```
69
C31H26F3IrN3O2PS2, DFT wB97M-V/def2-TZVPD
Ir -0.56 -1.01 0.79
C 3.33 3.44 1.81
C 3.85 2.18 1.54
C 3.07 1.23 0.90
C 1.75 1.52 0.55
C 1.23 2.79 0.83
C 2.02 3.74 1.45
P 0.72 0.39 -0.42
C -0.12 1.51 -1.56
C -1.47 1.82 -1.50
C -2.01 2.77 -2.35
C -1.19 3.43 -3.26
C 0.17 3.16 -3.29
C 0.71 2.22 -2.44
C 1.78 -0.73 -1.36
C 2.60 -1.61 -0.66
C 3.40 -2.52 -1.33
C 3.39 -2.55 -2.72
C 2.57 -1.69 -3.43
C 1.77 -0.77 -2.76
H 3.95 4.19 2.28
H 4.88 1.95 1.79
H 3.51 0.27 0.65
H 0.22 3.04 0.53
H 1.62 4.73 1.64
H -2.12 1.34 -0.78
H -3.07 3.00 -2.30
H -1.61 4.17 -3.92
H 0.81 3.69 -3.97
H 1.78 2.04 -2.45
H 2.63 -1.59 0.43
H 4.04 -3.19 -0.77
H 4.01 -3.26 -3.25
H 2.55 -1.71 -4.51
H 1.13 -0.11 -3.33
N -6.22 -2.12 -3.27
C -5.19 -1.29 -3.49
S -5.06 -0.24 -4.73
C -4.11 -1.30 -2.46
C -4.40 -1.09 -1.11
C -3.36 -0.96 -0.21
N -2.07 -1.04 -0.59
C -1.80 -1.31 -1.88
C -2.78 -1.43 -2.83
H -6.98 -2.13 -3.93
H -6.20 -2.81 -2.54
H -5.42 -0.98 -0.76
H -3.56 -0.75 0.83
H -0.75 -1.42 -2.14
H -2.51 -1.60 -3.86
F 1.78 -3.78 3.64
C 1.63 -4.00 2.33
F 1.06 -5.17 2.15
F 2.84 -4.00 1.76
C 0.80 -2.88 1.69
O 0.21 -3.05 0.61
O 0.76 -1.73 2.26
S -1.57 0.69 1.97
C -0.62 0.68 3.46
N -0.85 -0.32 4.34
C -0.23 -0.44 5.53
C 0.69 0.50 5.91
C 0.95 1.56 5.05
C 0.29 1.65 3.83
H -1.52 -1.03 4.07
H -0.50 -1.30 6.13
H 1.19 0.41 6.87
H 1.66 2.32 5.33
H 0.48 2.47 3.16
```



[3]
Formula: C12H18NOP
Source: the Open Molecules 2025 dataset
Level of theory: wB97M-V/def2-TZVPD

Maximum force   4.339 eV/A
Molecular weight   223.26 g mol⁻¹
Frontier orbital gap (alpha / beta)   7.3 / 8.5 eV
Highest occupied orbital energy (alpha / beta)   -9.0 / -8.6 eV

Geometry as XYZ:
```
33
C12H18NOP, DFT wB97M-V/def2-TZVPD
C 4.87 -0.37 -1.08
C 5.45 0.75 -0.48
C 3.66 -0.83 -0.65
C 4.94 1.29 0.71
C 3.06 -0.23 0.48
C 3.76 0.71 1.14
C -3.79 1.40 -0.07
C -2.68 1.54 -1.10
C -3.19 0.93 1.26
C -1.78 0.30 -1.22
C -2.33 -0.37 1.25
C -1.31 -0.27 0.13
N -1.51 -3.09 -0.62
O -0.03 -2.32 1.18
P -0.43 -1.94 -0.33
H 5.26 -0.78 -1.91
H 6.35 1.31 -0.81
H 3.18 -1.56 -1.13
H 5.30 2.09 1.27
H 2.16 -0.40 0.90
H -4.13 2.41 0.24
H -4.53 0.64 -0.26
H -3.17 1.57 -2.14
H -1.96 2.28 -0.80
H -2.41 1.52 1.72
H -4.08 0.97 2.07
H -2.23 -0.48 -1.68
H -0.94 0.48 -1.87
H -1.69 -0.54 2.27
H -3.08 -1.16 1.07
H -0.46 0.49 0.36
H -1.57 -3.49 -1.55
H -0.69 -2.82 1.66
```



[4]
Formula: C4H11HgO3
Source: the Open Molecules 2025 dataset
Level of theory: wB97M-V/def2-TZVPD

Maximum force   10.471 eV/A
Molecular weight   307.72 g mol⁻¹
Charge   -1
Frontier orbital gap   6.0 eV
Highest occupied orbital energy   -2.4 eV

Geometry as XYZ:
```
19
C4H11HgO3, DFT wB97M-V/def2-TZVPD
C -0.39 1.00 2.36
H -0.19 0.80 3.42
H -1.02 1.90 2.51
H -1.03 0.16 2.05
O 1.22 0.88 1.83
Hg 2.60 -0.38 1.91
H 0.83 1.29 0.63
O -0.16 1.75 0.18
C 0.96 -1.73 -2.10
O 0.53 -0.44 -1.74
C -0.59 -0.45 -0.89
C -1.03 0.97 -0.60
H 1.89 -1.63 -2.66
H 1.16 -2.37 -1.22
H 0.19 -2.24 -2.70
H -0.33 -0.96 0.05
H -1.44 -0.99 -1.36
H -2.02 0.92 -0.12
H -1.18 1.50 -1.55
```



[5]
Formula: C2H6IrNO9P2
Source: the Open Molecules 2025 dataset
Level of theory: wB97M-V/def2-TZVPD

Maximum force   0.619 eV/A
Molecular weight   442.23 g mol⁻¹
Charge   +1
2S+1   6
Frontier orbital gap (alpha / beta)   10.1 / 7.0 eV
Highest occupied orbital energy (alpha / beta)   -14.0 / -14.8 eV

Geometry as XYZ:
```
21
C2H6IrNO9P2, DFT wB97M-V/def2-TZVPD
Ir -0.08 0.62 -0.96
N 0.42 1.27 1.68
C 0.14 2.59 1.88
C -0.06 3.45 0.23
O 0.01 4.61 0.43
O -0.25 2.68 -0.73
H -0.28 0.58 1.93
H 1.38 0.97 1.77
H 0.95 3.19 2.30
H -0.84 2.80 2.29
O 1.70 -2.75 0.16
P 1.44 -2.23 -1.30
O 2.32 -2.73 -2.31
O 1.39 -0.62 -1.16
O -0.14 -2.64 -1.57
P -1.33 -1.72 -1.08
O -2.58 -2.62 -0.92
O -0.93 -1.07 0.26
O -1.45 -0.55 -2.07
H 1.00 -2.60 0.81
H -2.80 -3.23 -1.63
```



[6]
Formula: C8H14ClNO2P
Source: the Open Molecules 2025 dataset
Level of theory: wB97M-V/def2-TZVPD

Maximum force   4.804 eV/A
Molecular weight   222.63 g mol⁻¹
Charge   +1
Frontier orbital gap   6.5 eV
Highest occupied orbital energy   -12.0 eV

Geometry as XYZ:
```
27
C8H14ClNO2P, DFT wB97M-V/def2-TZVPD
C 2.48 0.49 1.01
P 1.67 2.16 0.42
O 2.45 3.52 1.24
C -0.15 2.00 1.01
C -0.60 2.63 2.46
N -2.04 2.47 2.90
C -3.12 1.75 2.07
C -2.76 1.07 0.58
C -1.21 1.19 0.00
Cl -0.65 0.44 -1.63
H 3.23 0.78 1.86
H 2.95 -0.10 0.11
H 1.65 -0.22 1.49
H 2.49 4.32 0.63
H 0.23 3.20 3.08
H -2.32 2.86 3.85
H -4.21 1.67 2.48
H -3.57 0.48 -0.06
C -0.49 -3.60 -2.56
C 0.87 -2.96 -2.40
O 1.89 -3.91 -2.70
H -0.60 -4.47 -1.90
H -1.29 -2.88 -2.33
H -0.63 -3.96 -3.58
H 1.01 -2.62 -1.37
H 0.98 -2.10 -3.06
H 1.75 -4.20 -3.62
```



[7]
Formula: C6H15OPS2
Source: the Open Molecules 2025 dataset
Level of theory: wB97M-V/def2-TZVPD

Maximum force   5.594 eV/A
Molecular weight   198.29 g mol⁻¹
Frontier orbital gap   9.7 eV
Highest occupied orbital energy   -9.3 eV

Geometry as XYZ:
```
25
C6H15OPS2, DFT wB97M-V/def2-TZVPD
C 1.55 -0.17 2.82
C 2.17 -0.30 1.43
P 1.12 -1.22 0.34
S 0.20 -2.86 0.75
S 2.45 -1.41 -1.31
O 0.01 0.27 0.04
C -1.03 0.35 -0.83
C -0.93 -0.43 -2.16
C -2.34 -0.02 -0.08
C -1.19 1.80 -1.18
H 1.03 -1.14 3.07
H 2.26 0.14 3.59
H 0.66 0.53 2.76
H 3.12 -0.76 1.55
H 2.40 0.62 0.91
H 2.40 -0.08 -1.07
H 0.02 -0.10 -2.68
H -0.69 -1.49 -1.89
H -1.85 -0.33 -2.84
H -3.16 0.27 -0.75
H -2.25 0.58 0.83
H -2.22 -1.02 0.36
H -0.18 2.36 -1.54
H -2.00 2.05 -1.91
H -1.55 2.36 -0.22
```



[8]
Formula: C34H38Cl2F4IN4
Source: the Open Molecules 2025 dataset
Level of theory: wB97M-V/def2-TZVPD

Maximum force   3.368 eV/A
Molecular weight   776.51 g mol⁻¹
Charge   +1
Frontier orbital gap   7.8 eV
Highest occupied orbital energy   -10.9 eV

Geometry as XYZ:
```
83
C34H38Cl2F4IN4, DFT wB97M-V/def2-TZVPD
C 5.70 -0.37 0.02
C 5.45 -0.15 -1.50
C 6.05 1.21 -1.94
C 3.97 -0.42 -1.92
C 3.16 0.82 -2.37
N 2.65 1.62 -1.25
N 3.22 2.66 -0.66
C 2.43 3.14 0.29
I 2.77 4.79 1.54
N 1.35 2.40 0.30
C 1.46 1.45 -0.65
N 0.54 0.54 -0.92
C -0.76 0.42 -0.27
Cl -1.68 1.96 -0.21
C -0.71 -0.28 1.12
C -2.09 -1.01 1.28
Cl 0.55 -1.57 1.11
H 6.77 -0.18 0.21
H 5.04 0.23 0.66
H 5.58 -1.45 0.20
H 6.06 -0.92 -2.00
H 5.78 1.52 -2.96
H 7.14 1.08 -1.96
H 5.88 2.01 -1.20
H 3.45 -0.81 -1.03
H 3.88 -1.22 -2.67
H 2.25 0.44 -2.87
H 3.65 1.44 -3.13
H 4.12 3.08 -0.88
H 0.75 -0.13 -1.65
H -1.36 -0.24 -0.91
H -0.60 0.43 1.95
H -2.81 -0.52 0.60
H -2.47 -0.89 2.30
H -2.04 -2.05 0.95
F -2.50 -7.77 -1.33
C -1.78 -6.75 -0.83
C -1.42 -5.71 -1.67
C -0.69 -4.66 -1.16
C -0.31 -4.65 0.18
C -0.68 -5.70 1.01
C -1.42 -6.76 0.50
H -1.71 -5.74 -2.71
H -0.40 -3.83 -1.80
H 0.26 -3.82 0.58
H -0.39 -5.70 2.05
H -1.73 -7.59 1.13
F 3.01 3.22 7.97
C 2.46 4.18 7.21
C 1.55 5.05 7.76
C 0.99 6.05 6.97
C 1.34 6.14 5.63
C 2.26 5.25 5.09
C 2.83 4.26 5.88
H 1.28 4.96 8.81
H 0.28 6.74 7.40
H 0.90 6.92 5.01
H 2.53 5.32 4.04
H 3.55 3.56 5.47
F -1.12 -4.46 -4.91
C -2.05 -4.90 -5.79
C -2.27 -6.26 -5.91
C -3.23 -6.71 -6.81
C -3.96 -5.80 -7.56
C -3.72 -4.43 -7.43
C -2.77 -3.98 -6.53
H -1.69 -6.95 -5.32
H -3.41 -7.77 -6.91
H -4.70 -6.15 -8.26
H -4.29 -3.73 -8.02
H -2.58 -2.92 -6.40
F -3.85 2.41 3.77
C -4.41 3.37 3.02
C -5.30 4.25 3.59
C -5.86 5.25 2.81
C -5.54 5.35 1.46
C -4.65 4.45 0.90
C -4.07 3.46 1.68
H -5.54 4.16 4.64
H -6.56 5.95 3.25
H -5.99 6.12 0.86
H -4.40 4.52 -0.15
H -3.36 2.75 1.26
```



[9]
Formula: C43H76B2BrN7O12S2
Source: the Open Molecules 2025 dataset
Level of theory: wB97M-V/def2-TZVPD

Maximum force   2.976 eV/A
Molecular weight   1048.78 g mol⁻¹
Frontier orbital gap   8.0 eV
Highest occupied orbital energy   -7.5 eV

Geometry as XYZ:
```
143
C43H76B2BrN7O12S2, DFT wB97M-V/def2-TZVPD
C 2.21 -0.85 3.84
C 2.44 0.61 3.25
C 1.29 1.04 2.25
Br -0.23 1.96 3.18
C 1.77 1.79 0.98
C 2.73 2.94 1.03
C 3.35 3.53 2.34
C 2.34 4.43 3.19
C 1.55 5.47 2.32
N 0.25 4.98 1.80
C 3.12 3.61 -0.22
C 2.63 3.17 -1.53
B 3.10 3.89 -2.90
O 3.83 3.16 -3.84
O 2.85 5.26 -3.16
C 1.40 5.45 -2.95
C 1.68 2.06 -1.54
C 1.23 1.36 -0.32
N 0.27 0.28 -0.37
C -1.15 0.73 -0.27
C -1.40 2.26 -0.51
C -2.98 2.48 -0.36
O -3.67 2.14 -1.58
C -4.85 1.47 -1.35
C -5.30 0.46 -2.49
O -5.57 1.61 -0.39
C 0.50 -0.65 -1.45
C 0.33 -2.08 -1.13
S -0.12 -2.51 0.60
C 0.49 -3.15 -2.15
C 0.26 -4.66 -1.79
C -1.27 -4.85 -1.36
C -1.99 -6.02 -2.11
C -3.45 -6.19 -1.49
O -4.12 -4.90 -1.44
C 0.83 -2.72 -3.50
C 1.03 -1.31 -3.86
B 1.44 -0.98 -5.37
O 0.58 -1.34 -6.43
O 2.68 -0.35 -5.67
C 0.84 -0.29 -2.83
S 1.03 1.50 -3.16
H 1.12 -0.92 4.12
H 2.46 -1.56 3.00
H 2.88 -1.03 4.72
H 3.43 0.65 2.72
H 2.52 1.39 4.06
H 0.83 0.08 1.89
H 3.87 2.76 2.97
H 4.17 4.24 2.03
H 3.02 5.05 3.86
H 1.70 3.83 3.89
H 1.30 6.33 3.01
H 2.20 5.94 1.51
H 0.32 4.02 1.45
H 0.07 5.55 0.96
H 3.82 4.48 -0.23
H 4.23 3.76 -4.50
H 1.20 5.53 -1.85
H 1.14 6.38 -3.50
H 0.88 4.54 -3.36
H -1.48 0.52 0.80
H -1.84 0.17 -0.95
H -0.94 2.93 0.26
H -1.12 2.58 -1.55
H -3.16 3.54 -0.06
H -3.28 1.85 0.52
H -6.40 0.28 -2.35
H -4.68 -0.46 -2.44
H -5.10 1.01 -3.46
H 1.01 -3.02 1.19
H 0.97 -4.99 -0.99
H 0.40 -5.27 -2.72
H -1.78 -3.86 -1.53
H -1.33 -5.06 -0.26
H -1.50 -7.02 -1.99
H -2.14 -5.78 -3.20
H -4.06 -6.92 -2.07
H -3.36 -6.55 -0.44
H -4.07 -4.54 -0.54
H 0.94 -3.51 -4.28
H 1.09 -1.85 -7.09
H 3.40 -0.89 -5.31
C 2.88 -5.86 7.60
N 2.95 -4.90 6.51
C 2.09 -3.88 6.23
C 0.91 -3.68 7.14
O 2.30 -3.16 5.27
H 3.79 -5.78 8.19
H 2.82 -6.86 7.17
H 2.01 -5.69 8.24
H 3.71 -4.97 5.86
H 0.32 -2.83 6.79
H 0.27 -4.56 7.13
H 1.24 -3.47 8.16
C 6.21 0.21 8.38
N 5.32 0.24 7.23
C 4.09 0.80 7.14
C 3.53 1.48 8.36
O 3.46 0.74 6.09
H 7.15 0.70 8.10
H 6.42 -0.83 8.62
H 5.78 0.71 9.24
H 5.63 -0.19 6.38
H 2.54 1.88 8.13
H 3.43 0.77 9.18
H 4.17 2.32 8.66
C -6.54 -3.90 -4.27
N -5.92 -5.21 -4.24
C -5.64 -6.03 -5.28
C -6.01 -5.56 -6.66
O -5.11 -7.12 -5.08
H -5.85 -3.18 -3.83
H -7.45 -3.93 -3.66
H -6.79 -3.59 -5.28
H -5.64 -5.59 -3.34
H -5.73 -6.33 -7.39
H -7.09 -5.40 -6.73
H -5.48 -4.64 -6.90
C -6.31 -3.65 -11.50
N -6.60 -3.24 -10.14
C -5.76 -2.70 -9.22
C -4.33 -2.47 -9.63
O -6.17 -2.42 -8.11
H -6.96 -3.08 -12.18
H -6.53 -4.71 -11.61
H -5.28 -3.47 -11.77
H -7.54 -3.37 -9.80
H -3.79 -2.03 -8.79
H -3.85 -3.41 -9.90
H -4.28 -1.77 -10.47
C 2.26 9.48 5.35
N 2.76 8.13 5.13
C 4.03 7.73 4.86
C 5.10 8.79 4.77
O 4.28 6.55 4.70
H 1.81 9.52 6.34
H 1.49 9.69 4.60
H 3.05 10.22 5.27
H 2.10 7.37 5.17
H 6.05 8.32 4.55
H 4.86 9.49 3.96
H 5.18 9.33 5.72
```



Electronic energy, record by record: -62785.8698; -83073.7424; -25556.8303; -14639.7323; -43499.7935; -35904.3316; -39472.1613; -85843.0050; -173893.7711 eV